60
Properties=species:S:1:pos:R:3 method="wB97M-V/def2-TZVPD" orbital_gap_ev=8.7 total_energy_ha=-2373.86032 e_above_lowest_ev=1.059
Ca -0.35 -0.26 -0.11
C 0.25 3.56 2.18
C -0.19 2.97 0.86
C 0.72 2.91 -0.21
C 2.15 3.33 0.05
C 0.30 2.47 -1.47
C 1.23 2.42 -2.66
C -1.04 2.07 -1.65
C -1.55 1.72 -3.03
C -1.91 2.01 -0.55
C -3.33 1.52 -0.77
C -1.48 2.46 0.71
C -2.41 2.40 1.91
H 0.66 2.79 2.84
H -0.58 4.04 2.69
H 1.03 4.31 2.03
H 2.50 2.94 1.01
H 2.25 4.42 0.07
H 2.84 2.96 -0.71
H 1.16 3.34 -3.24
H 0.98 1.59 -3.31
H 2.26 2.29 -2.37
H -1.41 0.66 -3.28
H -1.04 2.31 -3.79
H -2.61 1.93 -3.12
H -3.36 0.64 -1.41
H -3.93 2.30 -1.26
H -3.83 1.27 0.16
H -3.10 3.25 1.93
H -1.85 2.40 2.84
H -3.00 1.49 1.90
C 1.89 -2.39 -3.84
O 1.82 -1.19 -3.07
C 1.80 -1.28 -1.75
O 1.62 -0.26 -1.06
N 2.02 -2.47 -1.17
N 1.79 -2.45 0.25
H 1.91 -2.08 -4.87
H 0.99 -3.00 -3.66
H 2.79 -2.95 -3.60
H 1.56 -3.25 -1.61
H 2.23 -1.59 0.59
H 2.35 -3.19 0.63
N -1.74 -1.11 3.52
C -1.62 -1.52 2.24
N -1.19 -2.79 2.01
O -1.94 -0.77 1.29
H -1.20 -1.57 4.23
H -1.84 -0.11 3.63
H -0.63 -3.23 2.72
H -0.96 -3.03 1.06
F -0.73 -3.34 -1.30
C -1.28 -2.00 -1.51
F -1.04 -1.79 -2.92
H -2.35 -2.22 -1.50
F 0.68 0.22 1.68
B 1.60 -0.18 2.78
F 1.17 -1.44 3.25
F 1.49 0.80 3.76
F 2.87 -0.27 2.21